1.
The following is a quantum chemistry calculation of a structure of composition C24H35N5OsS3, from the Open Molecules 2025 dataset.

XYZ file:
```
68
C24H35N5OsS3, DFT the ωB97M-V functional and the def2-TZVPD basis
Os 0.16635 -0.89654 0.14617
C 3.11476 -0.37556 0.43473
N 1.93792 -0.32457 1.35196
C 1.75359 1.06538 1.85804
C 0.48598 1.17891 2.67954
N -0.67937 0.92102 1.82129
C -1.07070 2.14335 1.08489
C -1.82111 0.35188 2.46619
C -2.12822 0.59225 3.79127
C -3.30133 0.07945 4.33926
C -4.19149 -0.65916 3.56570
C -3.89881 -0.90712 2.24151
C -2.69589 -0.43712 1.68721
S -2.26346 -0.94854 0.10500
C 2.19721 -1.25045 2.47526
C 3.25910 -1.02688 3.34055
C 3.50354 -1.91626 4.37528
C 2.69278 -3.03312 4.54259
C 1.63902 -3.25737 3.67612
C 1.38829 -2.36066 2.63721
S 0.02899 -2.64270 1.56646
H 4.02750 -0.11107 0.96934
H 2.96644 0.32601 -0.38290
H 3.21630 -1.38550 0.04111
H 1.72576 1.72635 0.99133
H 2.61508 1.35751 2.46142
H 0.43669 2.17505 3.13078
H 0.50774 0.44570 3.48598
H -1.46269 2.89262 1.77820
H -1.83349 1.90937 0.34602
H -0.20357 2.55507 0.57355
H -1.48067 1.20336 4.40546
H -3.53183 0.28481 5.37593
H -5.10496 -1.03984 3.99970
H -4.56824 -1.49395 1.62698
H 3.90993 -0.17066 3.21906
H 4.33143 -1.73771 5.04695
H 2.88619 -3.72891 5.34698
H 1.00099 -4.12360 3.79252
C -2.46464 -0.25896 -4.16802
N -1.47683 -0.81495 -3.24444
C -1.23960 -2.07088 -2.88547
S 0.13063 -2.46334 -1.87235
N -1.97355 -3.10014 -3.27288
C -3.23017 -3.15064 -4.02251
H -2.05146 0.66198 -4.57250
H -3.40616 -0.03339 -3.66891
H -2.63928 -0.93281 -5.00055
H -0.85791 -0.15493 -2.80217
H -1.61486 -3.98491 -2.94390
H -3.88574 -2.33429 -3.73281
H -3.72057 -4.08394 -3.76091
H -3.06040 -3.13666 -5.09746
C 1.69574 3.74277 -2.13688
C 1.40145 2.44311 -2.89977
C 2.67671 1.87587 -3.54336
C 0.30518 2.65699 -3.95474
C 0.90612 1.44733 -1.93093
N 0.50387 0.67317 -1.18129
H 2.04653 4.48611 -2.85181
H 2.47656 3.59707 -1.39000
H 0.80242 4.13562 -1.65079
H 3.01312 2.57819 -4.30535
H 2.49119 0.91367 -4.01994
H 3.47597 1.76156 -2.81123
H 0.64342 3.42533 -4.64884
H -0.62691 2.99613 -3.50151
H 0.12343 1.74413 -4.52331
```

Spin multiplicity = 5
Kohn-Sham gap (alpha / beta) = 7.69 / 5.65 eV
Total charge = +2
M = 680.01 u
Energy relative to the best compared isomer or geometry (same formula, charge and spin) = 0.59 kcal per mole

Need the natural (NBO) charges? In units of e they are: atom 1 (Os): 0.75, atom 2 (C): -0.42, atom 3 (N): -0.48, atom 4 (C): -0.22, atom 5 (C): -0.26, atom 6 (N): -0.48, atom 7 (C): -0.41, atom 8 (C): 0.26, atom 9 (C): -0.26, atom 10 (C): -0.12, atom 11 (C): -0.21, atom 12 (C): -0.14, atom 13 (C): -0.29, atom 14 (S): 0.24, atom 15 (C): 0.19, atom 16 (C): -0.25, atom 17 (C): -0.17, atom 18 (C): -0.18, atom 19 (C): -0.17, atom 20 (C): -0.27, atom 21 (S): 0.19, atom 22 (H): 0.22, atom 23 (H): 0.20, atom 24 (H): 0.24, atom 25 (H): 0.21, atom 26 (H): 0.23, atom 27 (H): 0.22, atom 28 (H): 0.24, atom 29 (H): 0.21, atom 30 (H): 0.22, atom 31 (H): 0.20, atom 32 (H): 0.23, atom 33 (H): 0.24, atom 34 (H): 0.25, atom 35 (H): 0.24, atom 36 (H): 0.22, atom 37 (H): 0.24, atom 38 (H): 0.24, atom 39 (H): 0.24, atom 40 (C): -0.42, atom 41 (N): -0.58, atom 42 (C): 0.39, atom 43 (S): -0.19, atom 44 (N): -0.55, atom 45 (C): -0.43, atom 46 (H): 0.22, atom 47 (H): 0.22, atom 48 (H): 0.23, atom 49 (H): 0.41, atom 50 (H): 0.43, atom 51 (H): 0.22, atom 52 (H): 0.24, atom 53 (H): 0.22, atom 54 (C): -0.59, atom 55 (C): -0.17, atom 56 (C): -0.59, atom 57 (C): -0.59, atom 58 (C): 0.54, atom 59 (N): -0.51, atom 60 (H): 0.25, atom 61 (H): 0.22, atom 62 (H): 0.22, atom 63 (H): 0.25, atom 64 (H): 0.23, atom 65 (H): 0.22, atom 66 (H): 0.25, atom 67 (H): 0.22, atom 68 (H): 0.22

***

2.
The following is a quantum chemistry calculation of the molecule C9H10F2OSe in a non-equilibrium geometry, from the Open Molecules 2025 dataset.

XYZ file:
```
23
C9H10F2OSe, DFT the ωB97M-V functional and the def2-TZVPD basis
C -4.00314 -0.68128 0.66705
C -3.31529 0.13874 1.57642
C -3.40313 -1.00767 -0.50467
C -2.01859 0.52233 1.28327
C -2.08426 -0.58766 -0.90247
C -1.42967 0.18453 0.04193
C 3.83923 0.35697 1.17622
C 1.21006 0.10277 -1.54286
C 2.76049 0.12762 -1.03741
O 2.69405 0.03570 0.25924
F 3.31521 1.32816 -1.47691
F 3.68795 -0.72749 -1.58025
Se 0.31149 0.98197 -0.13271
H -4.98166 -0.96349 0.78769
H -3.71249 0.43792 2.53671
H -3.92963 -1.68711 -1.19849
H -1.51679 1.25683 1.98125
H -1.68572 -0.97279 -1.87514
H 4.61937 -0.32194 1.20495
H 3.25790 0.33985 2.07025
H 4.15421 1.37748 1.00064
H 1.23887 0.69369 -2.59567
H 0.99155 -0.93515 -1.73903
```

Spin multiplicity = 1
Kohn-Sham gap = 8.67 eV
M = 251.13 u

Need the natural (NBO) charges? In units of e they are: atom 1 (C): -0.24, atom 2 (C): -0.18, atom 3 (C): -0.18, atom 4 (C): -0.25, atom 5 (C): -0.26, atom 6 (C): -0.17, atom 7 (C): -0.25, atom 8 (C): -0.68, atom 9 (C): 0.91, atom 10 (O): -0.54, atom 11 (F): -0.38, atom 12 (F): -0.35, atom 13 (Se): 0.40, atom 14 (H): 0.21, atom 15 (H): 0.22, atom 16 (H): 0.21, atom 17 (H): 0.22, atom 18 (H): 0.23, atom 19 (H): 0.19, atom 20 (H): 0.20, atom 21 (H): 0.20, atom 22 (H): 0.25, atom 23 (H): 0.24

***

3.
The following is a quantum chemistry calculation of a structure of composition C25H47Br2Cl4IN4O4P in a non-equilibrium geometry, from the Open Molecules 2025 dataset.

XYZ file:
```
88
C25H47Br2Cl4IN4O4P, DFT the ωB97M-V functional and the def2-TZVPD basis
C -2.68096 0.17006 5.59549
C -4.04621 0.15807 4.93086
O -3.93458 -0.58857 3.72742
C -4.84218 -0.18044 2.72292
C -4.36566 1.08255 1.99723
C -3.71601 0.75056 0.64485
C -2.50928 1.65824 0.35044
C -1.41369 0.94773 -0.46497
C -0.08080 0.57714 0.18553
I -0.67013 -0.17928 2.17639
C 0.60277 -0.58806 -0.66754
C 0.00566 -1.96792 -0.27547
C 0.46859 -3.15164 -1.16175
C -0.67415 -4.12016 -1.56793
C -0.43204 -5.57793 -1.20442
N 0.49092 -6.31414 -2.07020
C 1.90779 -6.15422 -1.74829
C 0.13565 -6.27588 -3.41066
C 1.23708 -6.42616 -4.42752
O -1.02768 -6.15467 -3.76899
C 0.47388 -0.33412 -2.22310
Br -1.17329 -1.08584 -2.99432
C 1.74073 -0.72995 -3.08593
C 2.50938 0.49983 -3.55551
Br 1.21699 -1.60868 -4.77366
N 1.99608 -0.74824 -0.27841
C 2.86594 0.34219 0.03045
C 2.17043 1.31960 0.96307
N 0.84170 1.81079 0.44977
N 0.24244 2.67955 1.44478
C -0.49767 3.85415 0.99077
C 1.00012 3.02932 2.67570
C 2.00052 4.16541 2.68799
O 0.73656 2.42855 3.72539
P 1.36064 2.62400 -1.18197
O -0.04257 3.20724 -1.71335
Cl 2.31241 4.34679 -0.56322
H -2.20661 -0.76925 5.33414
H -2.75619 0.23090 6.67206
H -2.07080 0.97318 5.19890
H -4.41102 1.16252 4.74094
H -4.73410 -0.37229 5.58794
H -4.89425 -1.00330 2.01984
H -5.83754 -0.05029 3.14295
H -5.23230 1.71621 1.84201
H -3.67078 1.61337 2.63979
H -4.46658 0.90373 -0.12011
H -3.41022 -0.28930 0.66155
H -2.19176 2.10731 1.27992
H -2.89408 2.47842 -0.25221
H -1.84329 -0.02034 -0.68591
H -1.32811 1.41619 -1.43627
H 0.42843 -2.19386 0.68695
H -1.07421 -1.96574 -0.25165
H 0.95341 -2.84892 -2.08373
H 1.19487 -3.75754 -0.63082
H -0.86621 -4.00099 -2.62325
H -1.59650 -3.81915 -1.07955
H -0.10700 -5.63190 -0.17163
H -1.38726 -6.08658 -1.24682
H 2.33145 -5.24553 -2.17133
H 2.00128 -6.04825 -0.67483
H 2.49964 -7.00855 -2.04220
H 0.79995 -6.52353 -5.40847
H 1.91687 -5.58074 -4.41322
H 1.83858 -7.30985 -4.24100
H 0.29374 0.70082 -2.46994
H 2.38002 -1.46894 -2.63821
H 2.97893 1.02811 -2.73975
H 1.79291 1.13934 -4.06150
H 3.21902 0.19457 -4.31042
H 2.44795 -1.59576 -0.56447
H 3.66633 -0.04293 0.65913
H 3.38752 0.83978 -0.78903
H 2.85604 2.14886 1.05187
H 2.02240 0.78147 1.88837
H 0.10320 4.72378 0.74604
H -1.13226 4.14885 1.82038
H -1.16816 3.65555 0.17044
H 2.25593 4.37326 3.71496
H 1.61828 5.08002 2.24953
H 2.91393 3.91485 2.16261
H 0.14862 3.83433 -2.42390
C 3.77042 8.14661 0.12715
Cl 3.65209 7.09535 1.54955
Cl 2.72606 9.55100 0.30640
Cl 5.43907 8.62500 -0.15251
H 3.43290 7.58431 -0.73252
```

Spin multiplicity = 1
Kohn-Sham gap = 7.70 eV
Total charge = +1
M = 927.17 u

Need the Mulliken charges? In units of e they are: atom 1 (C): -1.02, atom 2 (C): -0.29, atom 3 (O): -0.30, atom 4 (C): -0.91, atom 5 (C): -0.35, atom 6 (C): -0.63, atom 7 (C): -1.91, atom 8 (C): 0.50, atom 9 (C): -2.04, atom 10 (I): 0.40, atom 11 (C): 2.42, atom 12 (C): -1.65, atom 13 (C): -0.20, atom 14 (C): -1.20, atom 15 (C): -1.61, atom 16 (N): 0.23, atom 17 (C): -1.08, atom 18 (C): 0.80, atom 19 (C): -1.30, atom 20 (O): -0.62, atom 21 (C): -0.86, atom 22 (Br): 0.07, atom 23 (C): -0.27, atom 24 (C): -1.28, atom 25 (Br): -0.07, atom 26 (N): -0.18, atom 27 (C): -1.28, atom 28 (C): -0.62, atom 29 (N): 0.52, atom 30 (N): 0.87, atom 31 (C): -1.45, atom 32 (C): 0.24, atom 33 (C): -1.14, atom 34 (O): -0.50, atom 35 (P): 0.48, atom 36 (O): -0.45, atom 37 (Cl): -0.16, atom 38 (H): 0.22, atom 39 (H): 0.42, atom 40 (H): 0.16, atom 41 (H): 0.37, atom 42 (H): 0.36, atom 43 (H): 0.45, atom 44 (H): 0.33, atom 45 (H): 0.36, atom 46 (H): 0.35, atom 47 (H): 0.28, atom 48 (H): 0.34, atom 49 (H): 0.22, atom 50 (H): 0.54, atom 51 (H): 0.51, atom 52 (H): 0.13, atom 53 (H): 0.88, atom 54 (H): 0.22, atom 55 (H): -0.14, atom 56 (H): 0.69, atom 57 (H): 0.59, atom 58 (H): 0.48, atom 59 (H): 0.54, atom 60 (H): 0.37, atom 61 (H): 0.30, atom 62 (H): 0.39, atom 63 (H): 0.35, atom 64 (H): 0.35, atom 65 (H): 0.29, atom 66 (H): 0.37, atom 67 (H): 0.57, atom 68 (H): 0.60, atom 69 (H): 0.07, atom 70 (H): 0.41, atom 71 (H): 0.57, atom 72 (H): 0.47, atom 73 (H): 0.64, atom 74 (H): 0.36, atom 75 (H): 0.25, atom 76 (H): 0.48, atom 77 (H): 0.39, atom 78 (H): 0.41, atom 79 (H): 0.41, atom 80 (H): 0.45, atom 81 (H): 0.28, atom 82 (H): 0.31, atom 83 (H): 0.41, atom 84 (C): 0.20, atom 85 (Cl): -0.13, atom 86 (Cl): -0.11, atom 87 (Cl): -0.10, atom 88 (H): 0.15